[1]
DFT (wB97M-V/def2-TZVPD) results for a molecular structure, C21H15BiNO7.

largest force on an atom	0.50	eV/Å
LUMO energy	-4.567	eV
electronic energy	-43678.457	eV
Kohn-Sham gap	7.248	eV
net charge	+1

```
45
Properties=species:S:1:pos:R:3:forces:R:3:lowdin_charge:R:1
Bi -1.835832 2.078707 -0.779214 0.0 -0.1 0.5 2.064
O 1.437995 0.437461 -3.572771 0.0 -0.1 -0.1 0.192
C 0.381344 0.794280 -2.886768 0.0 0.1 0.1 -0.449
O 0.362910 1.710443 -2.082351 0.0 -0.1 0.0 -0.025
C -0.842262 -0.017476 -3.159057 0.0 0.0 0.0 -0.159
C -0.993080 -0.941717 -4.169768 0.1 -0.1 0.0 0.056
C -2.219092 -1.598040 -4.276679 0.0 0.0 0.0 0.021
C -3.230470 -1.327948 -3.370465 0.0 -0.1 0.0 0.062
C -2.989110 -0.386424 -2.379966 0.1 0.1 0.1 -0.157
N -1.830414 0.246067 -2.304303 0.0 0.0 -0.1 0.004
C -4.003262 -0.024729 -1.306049 0.0 0.0 0.0 -0.545
O -5.047705 -0.604898 -1.249634 0.0 0.1 0.0 0.160
O -3.601641 0.930425 -0.473928 0.0 -0.1 -0.1 -0.240
H 2.200414 0.977255 -3.304518 0.0 0.1 0.1 0.155
H -0.175413 -1.142955 -4.847693 0.0 0.0 0.0 0.137
H -2.375489 -2.323210 -5.063361 0.0 0.0 0.0 0.130
H -4.190223 -1.824840 -3.397034 0.0 0.0 0.0 0.140
O -0.865634 0.166018 0.336923 0.0 0.3 -0.3 -0.129
C -0.024656 0.604091 1.450093 0.0 -0.1 0.4 -0.294
C -0.743343 1.824801 2.102352 0.3 0.2 -0.3 -0.541
O -0.429884 2.257197 3.170924 -0.1 -0.2 0.0 0.157
O -1.632575 2.410355 1.301593 0.1 -0.1 0.0 -0.256
C 1.297835 1.025162 0.827668 -0.1 0.1 -0.1 -0.166
C 1.787743 2.320877 0.926501 -0.1 0.0 0.0 -0.008
C 2.992852 2.657977 0.318019 0.0 0.0 0.0 -0.050
C 3.712181 1.703641 -0.382234 0.0 0.0 0.0 -0.070
C 3.226889 0.400635 -0.475137 0.0 0.0 0.0 -0.073
C 2.026484 0.064205 0.127089 0.0 0.0 0.0 -0.024
C 0.165306 -0.551950 2.424547 -0.1 0.0 -0.1 -0.146
C -0.380957 -1.805874 2.171090 0.0 0.1 0.0 -0.031
C -0.183590 -2.852298 3.064630 0.0 0.0 0.0 -0.064
C 0.569877 -2.653272 4.207395 0.0 0.0 0.0 -0.067
C 1.132235 -1.406210 4.453202 0.0 0.0 0.0 -0.048
C 0.936105 -0.359650 3.569171 0.0 0.0 0.0 -0.007
H -1.653548 -0.246986 0.732040 0.0 -0.1 0.0 0.109
H 1.247223 3.071642 1.492910 0.1 0.0 0.0 0.124
H 3.373043 3.667505 0.408286 0.0 0.0 0.0 0.115
H 4.662064 1.964197 -0.832680 0.0 0.0 0.0 0.111
H 3.802677 -0.360424 -0.989138 0.0 0.0 0.0 0.113
H 1.660603 -0.956407 0.079486 0.0 0.0 0.0 0.131
H -0.948464 -1.996477 1.267646 0.0 -0.1 0.0 0.110
H -0.612703 -3.823833 2.856665 0.0 0.0 0.0 0.110
H 0.726034 -3.467096 4.903651 0.0 0.0 0.0 0.111
H 1.727580 -1.245484 5.342498 0.0 0.0 0.0 0.114
H 1.379952 0.605260 3.768368 0.0 0.0 0.0 0.125
```
Positions in Å, forces in eV/Å.



[2]
DFT (wB97M-V/def2-TZVPD) results for a molecular structure, C21H15BrCaN6O3S4.

energy relative to the best compared isomer or geometry (same formula, charge and spin)	0.3629	eV
largest force on an atom	0.38	eV/Å
LUMO energy	3.560	eV
electronic energy	-168930.879	eV
Kohn-Sham gap	4.994	eV
net charge	-2

```
51
Properties=species:S:1:pos:R:3:forces:R:3:lowdin_charge:R:1
Ca 0.258176 2.514113 -0.689180 0.3 -0.2 0.1 0.960
S 1.174352 1.683504 1.922916 -0.2 -0.1 0.0 0.467
C -0.153139 2.420926 2.789234 0.0 0.0 0.1 -0.808
C -0.586959 1.704005 3.958009 0.0 0.0 0.0 -0.327
N -0.904587 1.081286 4.876899 0.0 0.0 0.0 0.120
C -0.789199 3.582374 2.450194 0.0 0.1 0.0 -0.823
S -0.431194 4.600081 1.082095 -0.1 0.0 0.1 0.408
C -1.842969 4.053796 3.312831 0.0 0.0 0.0 -0.325
N -2.686362 4.459391 3.986821 0.0 0.0 0.0 0.111
C -3.879535 -2.958921 3.738046 0.0 0.0 0.0 -0.065
C -3.389796 -2.175834 2.547537 0.0 0.0 0.0 -0.280
C -2.248487 -1.384910 2.640296 0.0 0.0 0.0 -0.026
C -1.786985 -0.671972 1.544987 0.0 0.0 0.0 -0.033
C -2.487405 -0.736284 0.348707 0.0 0.0 0.0 -0.269
C -3.626776 -1.517105 0.233648 0.0 0.0 0.0 -0.065
C -4.069416 -2.237323 1.333491 0.0 0.0 0.0 -0.059
S -1.923869 0.264517 -1.006628 0.0 0.0 0.2 0.557
O -2.021486 1.638127 -0.517908 0.1 0.1 -0.2 -0.421
O -2.736592 -0.086318 -2.149688 -0.1 0.0 0.0 -0.321
N -0.373607 0.012020 -1.138053 0.1 0.1 -0.4 -0.173
C 0.131133 -1.148100 -1.664977 0.0 -0.1 0.1 -0.376
C -0.649353 -2.259740 -2.073618 0.0 0.0 0.0 -0.027
C -0.025567 -3.387710 -2.550063 0.0 0.0 0.0 -0.105
C 1.364085 -3.431230 -2.639518 0.0 0.0 0.0 -0.119
C 2.044571 -2.298790 -2.231058 0.0 0.0 0.0 -0.179
N 1.470109 -1.199091 -1.759998 0.0 0.0 0.0 0.109
H -3.407679 -2.605621 4.654404 0.0 0.0 0.0 0.072
H -3.649145 -4.022135 3.629093 0.0 0.0 0.0 0.073
H -4.961242 -2.866008 3.852664 0.0 0.0 0.0 0.070
H -1.722211 -1.295171 3.583335 0.0 0.0 0.0 0.098
H -0.891833 -0.061434 1.621386 0.0 0.0 0.0 0.060
H -4.155787 -1.541180 -0.710251 0.0 0.0 0.0 0.104
H -4.965152 -2.845116 1.252154 0.0 0.0 0.0 0.102
H -1.726196 -2.209699 -2.026628 0.0 0.0 0.0 0.083
H -0.623477 -4.238690 -2.858433 0.0 0.0 0.0 0.094
H 1.892119 -4.299529 -3.010677 0.0 0.0 0.0 0.078
H 3.131615 -2.268579 -2.282817 0.0 0.0 0.0 0.093
O -0.182643 2.854824 -3.194274 0.1 -0.1 0.0 -0.705
S 1.023417 3.727755 -3.390812 -0.1 0.2 0.1 0.552
N 1.768140 4.120321 -2.189401 0.0 0.1 -0.1 -0.513
Br 7.341104 0.975180 -2.128623 0.0 0.0 0.0 0.681
C 5.486692 1.223933 -1.770941 0.0 0.0 0.0 -0.689
C 4.568432 1.068151 -2.792465 0.0 0.0 0.0 -0.113
C 3.233789 1.258381 -2.475091 -0.1 -0.2 0.0 -0.172
N 2.798991 1.575993 -1.261625 0.0 0.2 0.2 0.023
C 3.702674 1.728753 -0.300657 0.1 0.0 0.0 -0.138
C 5.069662 1.558171 -0.502279 0.0 0.0 0.0 -0.103
H 4.871173 0.808330 -3.796153 0.0 0.0 0.0 0.096
H 2.472461 1.133263 -3.236378 0.0 0.0 0.0 0.099
H 3.328482 2.007884 0.678147 0.0 0.0 0.0 0.025
H 5.767472 1.691415 0.311299 0.0 0.0 0.0 0.098
```
Positions in Å, forces in eV/Å.



[3]
DFT (wB97M-V/def2-TZVPD) results for a molecular structure, C21H15BrClIN3O3V.

energy relative to the best compared isomer or geometry (same formula, charge and spin)	1.1572	eV
largest force on an atom	4.17	eV/Å
LUMO energy (spin up / spin down)	-5.176 / -4.807	eV
electronic energy	-148980.925	eV
2S+1	2
Kohn-Sham gap (spin up / spin down)	5.600 / 5.976	eV
net charge	+1

```
46
Properties=species:S:1:pos:R:3:forces:R:3:lowdin_spin:R:1
V -0.120000 -0.021200 0.636200 -0.9 2.9 -0.7 1.043
Cl -1.000900 -6.471400 -0.108500 -0.1 -0.2 0.0 -0.003
C -0.417400 -4.863400 -0.142800 0.4 0.4 -0.1 -0.008
C 0.934500 -4.619900 -0.277300 -0.6 -0.4 0.0 0.000
C 1.440200 -3.317600 -0.358000 0.2 1.4 0.0 -0.008
I 3.483700 -2.925100 -0.545000 -0.3 -0.2 0.0 -0.002
C 0.578700 -2.235200 -0.270700 -0.8 -4.1 0.1 0.003
O 0.844100 -0.968700 -0.333200 3.3 -0.1 -1.9 -0.030
C -0.798200 -2.484900 -0.042700 0.6 -0.8 -0.4 0.006
N -1.515700 -1.346900 0.150400 -0.9 -0.5 -0.3 -0.005
C -2.825600 -1.460500 0.270700 -0.4 0.0 0.0 0.007
C -3.465600 -2.707100 0.204900 0.0 -0.1 0.0 0.001
C -2.742100 -3.872100 0.071400 0.1 0.4 0.1 0.010
C -1.342900 -3.784600 -0.036000 0.3 0.3 0.0 0.001
H 1.622800 -5.448700 -0.337300 0.0 -0.1 0.0 0.000
H -3.397800 -0.547800 0.411000 0.1 -0.1 0.0 0.000
H -4.541100 -2.741600 0.274300 -0.1 0.0 0.0 0.000
H -3.226000 -4.837100 0.040200 -0.1 0.0 0.0 0.000
Br 0.208100 -1.598000 8.162500 0.0 0.2 -0.2 0.000
C 0.090900 -0.367200 6.726600 0.0 -0.2 -0.1 0.000
C 0.099700 1.007000 6.971900 0.0 -0.6 0.2 0.000
N 0.009600 1.890300 6.001500 0.0 0.8 0.0 0.000
C -0.117700 1.484200 4.756400 -0.2 -0.4 -0.5 0.001
C -0.150400 0.131500 4.410000 -0.1 0.2 0.0 0.000
C -0.023500 -0.819500 5.421200 0.0 0.2 0.2 0.001
C -0.282000 -0.287400 2.996400 0.4 -0.9 2.5 0.008
O 0.152900 -1.364900 2.580900 0.2 0.0 -0.9 0.003
O -0.831400 0.523400 2.163200 -1.4 1.8 1.9 0.003
H 0.176000 1.393900 7.979200 0.0 -0.1 0.1 0.000
H -0.199200 2.256000 3.999500 0.0 0.0 -0.1 0.000
H -0.036500 -1.872700 5.188700 0.0 -0.1 0.0 0.000
C 2.347700 1.475300 0.018700 -0.1 -0.3 -0.3 0.000
C 1.092500 2.264400 -0.085700 1.1 1.5 0.0 -0.002
C 0.935500 3.633600 -0.142800 0.6 -1.4 0.1 -0.005
C -0.445000 3.887000 -0.147500 -1.3 -1.5 -0.1 -0.017
C -1.089100 2.651200 -0.118600 -0.8 2.5 0.0 0.008
C -2.549200 2.398000 -0.038300 0.1 -0.3 0.0 0.002
N -0.162700 1.659700 -0.090800 0.2 -0.5 -0.1 -0.018
H 3.201200 2.147700 0.088600 -0.1 -0.1 0.2 0.000
H 2.480300 0.840700 -0.866000 0.1 0.0 0.2 0.000
H 2.338200 0.822900 0.911500 0.3 0.1 -0.1 0.000
H 1.724200 4.358300 -0.182300 0.2 0.1 0.0 0.000
H -0.926000 4.843800 -0.158700 -0.2 0.2 0.0 -0.001
H -3.090300 3.341200 -0.094800 0.0 -0.1 0.0 0.000
H -2.792200 1.915400 0.913100 -0.2 0.0 0.0 0.001
H -2.873900 1.752800 -0.856300 -0.2 0.0 0.0 0.000
```
Positions in Å, forces in eV/Å.